[1]
Computed, not measured: 7 unconnected molecules or ions with the total composition C7H28O7 at a distorted geometry, with ωB97M-V/def2-TZVPD.

Calculated values
* orbital gap: 10.6 eV
* HOMO: -10.1 eV
* E: -22042.137 eV
* energy above the lowest of the compared OMol25 structures with the same formula, charge and spin: 86.3 kcal/mol

Positions of all 42 atoms, in Å:
C  -1.56  -0.93  -3.46
O  -1.00  0.24  -2.89
H  -1.17  -1.11  -4.46
H  -1.37  -1.82  -2.85
H  -2.64  -0.82  -3.52
H  -0.14  -0.02  -2.55
C  -0.15  -3.62  -0.77
O  0.11  -4.76  -1.60
H  -1.14  -3.23  -1.02
H  -0.17  -3.86  0.29
H  0.62  -2.88  -0.95
H  0.23  -5.54  -1.05
C  -0.79  -0.05  4.35
O  -0.33  1.24  4.72
H  0.03  -0.77  4.36
H  -1.55  -0.41  5.06
H  -1.30  -0.03  3.38
H  -0.82  1.89  4.20
C  2.09  -1.88  -3.46
O  2.02  -0.50  -3.08
H  1.14  -2.18  -3.90
H  2.88  -2.08  -4.18
H  2.23  -2.54  -2.59
H  2.92  -0.23  -2.86
C  -2.92  2.93  -0.11
O  -2.58  3.86  0.93
H  -3.65  2.20  0.23
H  -3.26  3.46  -1.00
H  -1.99  2.42  -0.35
H  -3.29  4.51  0.99
C  0.37  0.05  0.50
O  1.54  -0.64  0.14
H  0.38  0.18  1.58
H  0.28  1.03  0.02
H  -0.50  -0.57  0.25
H  1.77  -0.49  -0.78
C  1.95  2.81  2.92
O  2.98  3.35  2.08
H  2.18  2.95  3.97
H  1.03  3.31  2.63
H  1.80  1.74  2.70
H  3.74  2.76  2.13

[2]
Computed, not measured: a molecular structure, C4H10O, with ωB97M-V/def2-TZVPD.

Calculated values
* orbital gap: 7.6 eV
* HOMO: -6.9 eV
* E: -6352.719 eV
* energy above the lowest of the compared OMol25 structures with the same formula, charge and spin: 117.2 kcal/mol

Positions of all 15 atoms, in Å:
C  1.97  -0.11  0.02
C  0.86  -0.09  -0.99
C  -0.31  0.68  -0.76
C  -1.72  -0.68  0.30
O  -0.30  1.63  0.19
H  1.57  -0.13  1.05
H  2.63  0.76  -0.06
H  2.59  -1.01  -0.10
H  1.03  -0.42  -2.01
H  -0.26  -0.67  -0.44
H  -1.03  0.75  -1.57
H  -1.94  -1.68  -0.10
H  -1.47  -0.77  1.37
H  -2.63  -0.08  0.20
H  -1.22  1.83  0.42

[3]
Computed, not measured: a molecular structure, C18H28BF5N3O21Tl at a distorted geometry, with ωB97M-V/def2-TZVPD.

Calculated values
* orbital gap: 2.6 eV
* HOMO: -15.7 eV
* E: -85512.932 eV
* charge: +2
* energy above the lowest of the compared OMol25 structures with the same formula, charge and spin: 0.0 kcal/mol

Positions of all 77 atoms, in Å:
Tl  3.19  -0.58  -2.44
B  0.76  -0.74  -0.58
H  1.40  0.23  -0.37
H  0.43  -0.65  -1.73
H  1.40  -1.75  -0.53
H  -0.09  -0.86  0.22
C  -4.67  3.08  0.19
C  -4.08  3.74  1.43
O  -2.74  3.26  1.36
C  -2.76  2.04  0.74
O  -1.83  1.30  0.63
O  -3.99  1.83  0.29
F  -4.62  3.27  2.58
H  -4.38  3.64  -0.70
H  -5.75  3.07  0.22
H  -4.13  4.83  1.47
C  -2.00  -2.20  2.11
C  -0.70  -1.79  2.75
O  -0.09  -3.06  2.91
C  -1.04  -4.02  2.81
O  -0.81  -5.19  2.80
O  -2.26  -3.46  2.71
F  -0.84  -1.29  3.99
H  -1.97  -2.22  1.02
H  -2.78  -1.47  2.35
H  -0.13  -1.11  2.12
C  1.26  2.68  1.44
C  0.71  3.03  2.82
O  1.61  3.96  3.34
C  2.45  4.43  2.34
O  3.28  5.24  2.49
O  2.03  3.88  1.17
F  0.75  1.87  3.54
H  0.63  2.45  0.59
H  2.11  2.00  1.59
H  -0.31  3.42  2.84
C  -2.54  -1.30  -2.00
C  -2.94  0.09  -2.54
O  -4.22  -0.13  -3.07
C  -4.41  -1.45  -3.28
O  -5.39  -1.96  -3.68
O  -3.36  -2.15  -2.73
F  -2.07  0.55  -3.46
H  -2.69  -1.37  -0.92
H  -1.46  -1.38  -2.24
H  -2.99  0.80  -1.72
C  -0.47  4.39  -1.30
C  0.58  4.93  -2.24
O  1.44  3.81  -2.35
C  0.70  2.70  -2.20
O  1.11  1.59  -2.42
O  -0.47  2.99  -1.62
F  1.26  5.94  -1.68
H  -1.45  4.86  -1.25
H  -0.08  4.48  -0.28
H  0.25  5.20  -3.25
C  1.81  -4.60  0.83
N  3.17  -4.38  0.28
O  3.98  -5.26  0.35
O  3.35  -3.38  -0.42
H  1.81  -4.28  1.87
H  1.46  -5.62  0.67
H  1.14  -3.90  0.33
C  5.75  0.06  1.62
N  4.28  -0.27  1.57
O  3.61  0.00  2.53
O  3.82  -0.70  0.51
H  5.93  0.50  2.59
H  5.94  0.72  0.78
H  6.28  -0.86  1.39
C  1.01  -5.42  -3.12
N  0.94  -3.96  -2.91
O  1.98  -3.33  -2.90
O  -0.16  -3.43  -2.83
H  1.98  -5.77  -2.77
H  0.80  -5.65  -4.16
H  0.26  -5.91  -2.51

[4]
Computed, not measured: a single C4H6F5OP molecule at a distorted geometry, with ωB97M-V/def2-TZVPD.

Calculated values
* orbital gap: 10.8 eV
* HOMO: -10.0 eV
* E: -29166.408 eV
* energy above the lowest of the compared OMol25 structures with the same formula, charge and spin: 34.3 kcal/mol

Positions of all 17 atoms, in Å:
C  -1.38  0.92  1.09
C  -0.50  0.92  -0.11
F  0.07  2.12  -0.51
O  0.63  0.09  0.08
C  1.10  -0.82  -0.87
F  1.88  0.07  -1.84
P  2.49  -1.59  -0.02
C  3.66  0.11  0.14
F  2.96  1.26  0.38
F  4.32  0.05  -0.99
F  4.49  -0.18  1.13
H  -1.24  0.08  1.75
H  -2.47  0.80  0.63
H  -1.38  1.75  1.72
H  -1.11  0.57  -1.01
H  0.57  -1.56  -1.52
H  2.95  -1.71  -1.31

- E of number 4 (C4H6F5OP)?
  -29166.408 eV